No. 1
Entry from the OMol25 dataset: the ion C28H55N2O6 with charge +1 at a distorted geometry (the ωB97M-V functional and the def2-TZVPD basis).

Structure (XYZ):
```
91
Properties=species:S:1:pos:R:3:lowdin_charge:R:1
C -7.674 2.583 -6.091 -0.1212
O -7.718 3.871 -5.413 -0.2414
C -6.478 4.152 -4.721 -0.2192
C -6.400 3.195 -3.412 -0.1777
C -6.437 4.014 -2.028 -0.2024
C -4.933 4.496 -1.625 -0.2123
C -3.992 3.288 -1.147 -0.2204
C -4.060 2.971 0.428 -0.2082
C -2.814 3.515 1.283 -0.2115
C -1.802 2.348 1.770 -0.2119
C -1.048 1.667 0.523 -0.2066
C 0.569 1.611 0.710 -0.1954
C 1.146 0.514 -0.308 -0.1809
C 2.736 0.336 -0.292 -0.0621
C 3.287 -0.531 0.974 -0.3797
O 3.046 0.288 2.134 -0.1031
C 4.190 0.983 2.661 -0.1133
C 4.576 2.357 1.873 -0.3436
C 5.681 2.165 0.730 -0.0610
O 3.399 3.099 1.459 -0.0730
O 4.650 -0.830 0.657 -0.0831
C 5.213 -1.953 1.357 -0.1419
C 4.391 -2.520 2.597 -0.0703
N 2.914 -2.703 2.373 -0.0542
C 2.185 -2.366 3.676 -0.0460
C 0.967 -3.423 3.763 -0.3232
C -0.299 -3.440 2.788 -0.0505
N 1.055 -4.353 4.689 0.1288
C 2.393 -1.875 1.206 -0.1285
C 2.096 -2.724 -0.108 -0.1057
C 3.174 -3.875 -0.458 -0.1640
C 2.343 -5.237 -0.793 -0.1613
C 1.771 -5.275 -2.283 -0.1767
O 0.909 -6.459 -2.439 -0.0989
C -0.432 -6.152 -2.088 -0.2500
O -0.925 -6.789 -1.121 0.0343
H -6.664 2.055 -5.912 0.0928
H -7.817 2.674 -7.228 0.1000
H -8.472 1.930 -5.596 0.0958
H -5.619 3.873 -5.429 0.1153
H -6.341 5.256 -4.460 0.1273
H -5.408 2.613 -3.504 0.1000
H -7.241 2.416 -3.381 0.1157
H -6.859 3.411 -1.158 0.1055
H -7.066 4.970 -2.187 0.1165
H -4.516 4.981 -2.589 0.1102
H -5.010 5.310 -0.811 0.1147
H -2.907 3.574 -1.413 0.0978
H -4.300 2.329 -1.696 0.0990
H -4.216 1.834 0.560 0.1126
H -4.997 3.510 0.837 0.1089
H -3.228 4.127 2.158 0.1075
H -2.183 4.226 0.642 0.1094
H -0.974 2.827 2.423 0.1076
H -2.349 1.609 2.452 0.1073
H -1.236 2.359 -0.382 0.1029
H -1.504 0.649 0.283 0.1065
H 0.727 1.320 1.817 0.1090
H 0.994 2.658 0.576 0.1144
H 0.876 0.896 -1.367 0.1346
H 0.544 -0.443 -0.163 0.0961
H 3.293 1.317 -0.426 0.1134
H 3.005 -0.306 -1.218 0.1244
H 3.862 1.366 3.704 0.1483
H 5.112 0.338 2.880 0.1263
H 5.074 3.012 2.689 0.1482
H 6.478 2.999 0.814 0.0911
H 6.270 1.186 0.884 0.0832
H 5.272 2.257 -0.343 0.0879
H 3.681 3.863 0.908 0.1149
H 6.239 -1.614 1.772 0.1519
H 5.476 -2.763 0.575 0.1320
H 4.522 -1.771 3.460 0.1393
H 4.845 -3.529 2.916 0.1690
H 2.753 -3.721 2.241 0.1724
H 2.833 -2.519 4.597 0.1452
H 1.775 -1.305 3.690 0.1501
H -0.207 -4.215 1.935 0.0883
H -0.557 -2.432 2.317 0.0785
H -1.233 -3.765 3.381 0.1021
H 0.220 -4.969 4.647 0.0700
H 1.375 -1.473 1.575 0.1416
H 1.104 -3.288 0.087 0.1134
H 1.925 -2.129 -1.061 0.1219
H 3.896 -3.590 -1.300 0.1313
H 3.837 -4.165 0.445 0.0956
H 1.514 -5.394 -0.002 0.1151
H 3.051 -6.138 -0.654 0.1312
H 2.596 -5.412 -3.078 0.1470
H 1.162 -4.344 -2.579 0.1297
H -1.091 -5.400 -2.650 0.1655
```

Output
HOMO-LUMO gap   8.20 eV
Largest force on an atom   0.09574 Eh/bohr
Total charge   +1
LUMO   -0.0919 hartree

=====

No. 2
Entry from the OMol25 dataset: a cluster of 2 separate species, C28H55NO3S in total at a distorted geometry (the ωB97M-V functional and the def2-TZVPD basis).

Structure (XYZ):
```
88
Properties=species:S:1:pos:R:3:lowdin_charge:R:1
C 6.660 -1.106 1.732 -0.0974
C 7.050 -1.362 0.258 -0.2575
C 6.640 -0.217 -0.679 -0.2157
C 5.110 0.059 -0.628 -0.1999
C 4.831 1.373 0.149 -0.1952
C 4.717 2.578 -0.831 -0.2119
C 3.299 3.147 -0.979 -0.2081
C 2.254 2.148 -1.577 -0.1822
C 1.065 2.044 -0.602 -0.2111
C 0.140 0.825 -0.805 -0.1865
C -0.396 0.725 -2.263 -0.1429
C -1.932 0.818 -2.437 -0.2396
N -2.079 0.760 -3.916 0.1073
C -2.279 -0.579 -4.292 -0.5033
O -2.306 -1.026 -5.378 0.1329
C -2.508 -1.442 -3.016 -0.4702
S -1.083 -2.554 -2.668 0.8237
C -2.834 -0.333 -1.983 -0.3719
C -2.834 -0.790 -0.501 -0.0848
C -3.382 -2.206 -0.296 -0.2906
O -3.034 -2.855 0.623 0.0761
C -4.352 -0.021 -2.260 -0.1238
C -4.748 1.467 -2.235 -0.1861
C -4.705 2.106 -0.830 -0.1977
C -5.753 1.504 0.139 -0.1927
C -5.177 1.414 1.582 -0.2071
C -5.481 0.096 2.325 -0.2538
C -6.911 -0.410 2.124 -0.1109
H 6.388 -2.061 2.180 0.0656
H 5.795 -0.452 1.814 0.0479
H 7.509 -0.669 2.254 0.0694
H 8.128 -1.513 0.182 0.0975
H 6.565 -2.287 -0.062 0.1003
H 7.204 0.691 -0.456 0.1080
H 6.953 -0.523 -1.681 0.1004
H 4.603 -0.764 -0.120 0.0967
H 4.758 0.153 -1.653 0.0912
H 5.654 1.552 0.836 0.0944
H 3.886 1.332 0.693 0.1004
H 5.371 3.358 -0.429 0.1017
H 5.119 2.323 -1.815 0.1092
H 3.399 4.029 -1.617 0.1014
H 2.957 3.519 -0.010 0.1028
H 2.739 1.195 -1.781 0.1039
H 1.917 2.619 -2.500 0.1004
H 1.494 1.933 0.400 0.0981
H 0.509 2.984 -0.576 0.1179
H -0.656 0.904 -0.064 0.0956
H 0.766 -0.058 -0.648 0.0999
H 0.041 -0.119 -2.789 0.0832
H -0.009 1.608 -2.773 0.1033
H -2.155 1.823 -2.085 0.1453
H -2.865 1.274 -4.308 0.1353
H -3.333 -2.139 -3.074 0.0909
H -0.699 -2.184 -1.425 -0.1327
H -3.532 -0.143 0.034 0.0997
H -1.864 -0.775 -0.008 0.0952
H -4.139 -2.618 -0.997 0.1346
H -5.002 -0.519 -1.543 0.1023
H -4.668 -0.406 -3.234 0.1237
H -5.798 1.510 -2.545 0.1189
H -4.203 2.093 -2.941 0.0966
H -4.944 3.166 -0.936 0.1125
H -3.689 2.033 -0.440 0.0881
H -6.137 0.550 -0.217 0.0829
H -6.606 2.180 0.175 0.1103
H -4.100 1.590 1.589 0.0956
H -5.618 2.233 2.154 0.1064
H -5.380 0.329 3.389 0.1013
H -4.748 -0.686 2.117 0.0925
H -7.039 -0.794 1.112 0.0601
H -7.640 0.367 2.347 0.0779
H -7.121 -1.248 2.789 0.0703
C 2.892 -3.026 4.657 -0.0782
C 2.744 -1.627 4.085 -0.2792
O 2.913 -1.564 2.681 -0.1723
C 2.005 -2.309 1.896 -0.2806
C 0.564 -1.878 2.060 -0.0745
H 3.837 -3.471 4.340 0.0802
H 2.863 -2.995 5.746 0.0765
H 2.089 -3.686 4.322 0.0671
H 3.520 -0.987 4.506 0.1178
H 1.783 -1.186 4.376 0.1082
H 2.122 -3.383 2.082 0.1121
H 2.306 -2.140 0.859 0.1110
H 0.187 -2.095 3.060 0.0731
H -0.074 -2.403 1.345 0.0684
H 0.464 -0.802 1.898 0.0740
```

Output
HOMO-LUMO gap   9.78 eV
Largest force on an atom   0.04918 Eh/bohr
LUMO   0.0225 hartree
SMILES   CCCCCCCCCCC[C@H]1NC(=O)[C@@H](S)[C@]1(CC=O)CCCCCCC.CCOCC

=====

No. 3
Entry from the OMol25 dataset: a structure of composition C28H55O2Si4V at a distorted geometry (the ωB97M-V functional and the def2-TZVPD basis).

Structure (XYZ):
```
90
Properties=species:S:1:pos:R:3:lowdin_charge:R:1
O 5.881 1.287 0.417 -0.1116
C 6.349 1.502 -0.964 -0.1550
C 7.728 1.981 -0.549 -0.0750
H 5.766 2.287 -1.459 0.1196
H 6.337 0.568 -1.546 0.1114
C 7.174 1.783 0.880 -0.5690
H 7.902 3.024 -0.823 0.1106
H 8.538 1.305 -0.828 0.1100
C 7.064 3.102 1.617 -0.0231
H 6.584 3.866 0.996 0.0919
H 8.071 3.449 1.882 0.0880
H 6.497 2.978 2.542 0.0881
C 7.932 0.759 1.696 -0.0253
H 8.043 -0.181 1.150 0.0873
H 7.403 0.572 2.632 0.0864
H 8.926 1.148 1.942 0.0871
V 0.228 -0.905 1.159 0.5925
C -0.276 -2.925 1.322 -0.1844
C -0.233 -2.603 -0.073 -0.1973
C 1.069 -2.123 -0.377 -0.1937
H -1.049 -2.707 -0.783 0.0650
C 1.859 -2.176 0.823 -0.1914
C 1.029 -2.703 1.859 -0.1982
H 1.346 -2.917 2.877 0.1128
H -1.149 -3.303 1.847 0.1032
H 1.400 -1.806 -1.360 0.0927
H 2.910 -1.897 0.914 0.1098
C -1.094 0.013 2.866 -0.1911
C 0.091 -0.569 3.407 -0.2036
C 1.213 0.208 2.964 -0.1807
H 0.118 -1.416 4.085 0.1037
C 0.713 1.283 2.161 -0.1678
C -0.705 1.159 2.090 -0.1798
H -1.388 1.872 1.626 0.0723
H -2.116 -0.322 3.032 0.0866
H 2.255 0.054 3.242 0.1039
H 1.298 2.113 1.760 0.1002
O 3.574 2.261 -0.803 -0.1635
C 3.401 0.951 -0.170 -0.1924
C 3.768 -0.105 -1.219 -0.1610
H 2.320 0.862 0.090 0.0910
H 3.988 0.860 0.741 0.1100
C 3.580 0.626 -2.562 -0.1538
H 3.084 -0.943 -1.155 0.0582
H 4.773 -0.503 -1.069 0.0926
C 3.042 2.001 -2.134 -0.1861
H 2.845 0.124 -3.192 0.1047
H 4.520 0.726 -3.124 0.0973
H 1.937 1.924 -2.069 0.1196
H 3.306 2.796 -2.839 0.1152
C -1.406 0.579 -2.650 -0.2406
Si -2.899 -0.534 -2.357 0.2698
C -4.422 0.124 -3.261 -0.2398
C -2.515 -2.234 -3.070 -0.2318
Si -3.147 -0.604 -0.043 0.3921
Si -4.460 1.295 0.385 0.2736
C -6.223 1.195 -0.290 -0.2357
C -4.546 1.629 2.235 -0.2300
C -3.544 2.739 -0.414 -0.2405
Si -4.660 -2.303 0.407 0.2575
C -6.101 -2.321 -0.818 -0.2340
C -3.806 -3.979 0.310 -0.2315
C -5.295 -2.074 2.170 -0.2404
H -1.085 0.467 -3.697 0.0173
H -0.554 0.305 -2.010 0.0029
H -1.629 1.638 -2.472 0.0123
H -4.178 0.133 -4.334 0.0146
H -5.307 -0.513 -3.129 0.0116
H -4.695 1.148 -2.975 0.0075
H -1.493 -2.556 -2.834 0.0118
H -3.210 -3.016 -2.736 0.0119
H -2.593 -2.163 -4.167 0.0204
H -6.838 0.467 0.258 0.0114
H -6.669 2.191 -0.139 0.0158
H -6.275 0.959 -1.362 0.0068
H -3.551 1.826 2.657 0.0111
H -5.157 2.536 2.376 0.0204
H -5.011 0.812 2.803 0.0084
H -2.509 2.815 -0.054 0.0132
H -3.525 2.682 -1.510 0.0064
H -4.079 3.655 -0.120 0.0184
H -5.769 -2.348 -1.864 0.0090
H -6.676 -3.240 -0.625 0.0138
H -6.785 -1.472 -0.700 0.0024
H -2.882 -4.020 0.897 -0.0021
H -4.493 -4.734 0.722 0.0186
H -3.571 -4.272 -0.722 0.0160
H -4.469 -2.046 2.894 0.0225
H -5.899 -1.166 2.302 0.0048
H -5.928 -2.941 2.418 0.0164
```

Output
HOMO-LUMO gap (spin up / spin down)   4.30 / 4.68 eV
Relative energy (zero: lowest compared OMol25 entry of this formula, charge and spin)   0.000 eV
Largest force on an atom   0.08527 Eh/bohr
2S+1   4
Total charge   -1
LUMO (spin up / spin down)   0.0795 / 0.0794 hartree
Expectation value of S²   3.7700